(1)
Below is a cluster of 3 separate species, C4H15N2O3 in total, with properties calculated with wB97M-V/def2-TZVPD.

Values from the calculation:
ΔE to the lowest compared entry with this formula, charge and spin in kcal per mole: 30.6
Spin multiplicity: 1
Total charge: +1
F_max in eV/A: 2.5
HOMO in eV: -13.7
LUMO in eV: -2.77
Electronic energy in eV: -13508.484
Gap between HOMO and LUMO in eV: 10.916

XYZ file:
```
24
C4H15N2O3 wB97M-V/def2-TZVPD
C 1.59065 -0.69754 0.17569
C 0.35476 -1.38889 0.74808
C -0.96746 -0.65624 0.81118
C -0.91700 0.59412 1.65218
N -1.24568 0.59102 2.95613
O -0.55349 1.64085 1.10932
N 1.45918 0.62150 -0.66193
H 2.20604 -1.37093 -0.43293
H 2.44134 -0.51157 0.82828
H 0.67523 -1.85365 1.68501
H 0.11698 -2.24319 0.09612
H -1.79738 -1.28248 1.16772
H -1.33901 -0.42247 -0.19318
H -1.10020 1.45466 3.45937
H -1.76693 -0.10585 3.46186
H 0.44468 0.76417 -0.69331
H 2.04486 1.31126 -0.20438
H 1.82387 0.45321 -1.59667
H -1.68650 1.79011 -1.11135
H -1.39482 1.89264 -2.61950
O -1.36520 1.28146 -1.87098
H -0.06695 0.07368 -2.78722
H 0.36056 -1.40285 -3.12734
O 0.68246 -0.53303 -2.85216
```

These are the Mulliken partial charges, in e, on atoms 1 to 8: number 1, C, carries -0.6665; number 2, C, carries -0.4822; number 3, C, carries -0.6973; number 4, C, carries 0.6237; number 5, N, carries -0.3963; number 6, O, carries -0.6654; number 7, N, carries -0.1113; number 8, H, carries 0.3755


(2)
Below is a cluster of 4 separate species, C4H15N2O5 in total, with properties calculated with wB97M-V/def2-TZVPD.

Values from the calculation:
ΔE to the lowest compared entry with this formula, charge and spin in kcal per mole: 0.0
Spin multiplicity: 1
Total charge: +1
F_max in eV/A: 0.7
HOMO in eV: -13.7
LUMO in eV: -2.69
Electronic energy in eV: -17604.317
Gap between HOMO and LUMO in eV: 10.988

XYZ file:
```
26
C4H15N2O5 wB97M-V/def2-TZVPD
N -0.77127 0.41807 1.50025
C -0.14213 0.41681 0.15691
C 1.37044 0.54904 0.25148
C 2.05380 -0.55692 1.01986
O 1.46405 -1.18574 1.87565
C -0.71645 1.63058 -0.57650
N -0.62289 1.58203 -1.90296
O -1.20111 2.52986 0.08443
H -0.83065 1.37741 1.86239
H -1.73694 0.03486 1.45605
H -0.20526 -0.15704 2.13084
H -0.40244 -0.51452 -0.33559
H 1.77604 0.54932 -0.75628
H 1.69086 1.52230 0.63392
H 3.10878 -0.75407 0.78317
H -0.93913 2.35505 -2.47630
H -0.18672 0.79749 -2.35998
H -3.61709 -1.37966 2.19687
H -4.10001 -0.40695 1.11920
O -3.30725 -0.80244 1.49344
H 0.99968 -1.46446 -1.99803
H 0.56462 -1.16067 -3.45357
O 0.63195 -0.77376 -2.57475
H 2.54021 -2.94563 -1.13587
H 1.29994 -3.08347 -0.15668
O 1.78554 -2.48073 -0.74394
```

These are the Mulliken partial charges, in e, on atoms 1 to 8: number 1, N, carries -0.0885; number 2, C, carries -0.1815; number 3, C, carries -0.9864; number 4, C, carries 0.1971; number 5, O, carries -0.5875; number 6, C, carries 0.3450; number 7, N, carries -0.2240; number 8, O, carries -0.6332


(3)
Below is a structure of composition C4H15N2OPt, with properties calculated with wB97M-V/def2-TZVPD.

Values from the calculation:
Spin multiplicity: 3
Total charge: -1
F_max in eV/A: 5.0
HOMO (spin up / spin down) in eV: 0.8 / -4.4
LUMO (spin up / spin down) in eV: 2.62 / 2.70
Electronic energy in eV: -12662.152
Gap between HOMO and LUMO (spin up / spin down) in eV: 1.795 / 7.079

XYZ file:
```
23
C4H15N2OPt wB97M-V/def2-TZVPD
C -1.12031 1.73207 -3.90374
Pt -0.22516 0.56144 -1.54548
N 0.71269 -1.08082 -2.44895
H -1.09894 1.66717 -0.85263
H -0.45290 1.83591 -2.99617
H -1.65222 2.68591 -4.05363
H -1.85576 0.92619 -3.77174
H -0.55680 1.49286 -4.81232
H 0.45693 -1.99010 -2.05103
H 1.72805 -0.99939 -2.35664
H 0.50701 -1.12850 -3.45052
C 1.58517 -0.98001 2.65319
N 0.25118 -0.43262 2.56191
C -0.58708 -0.28840 3.76307
C -0.22800 -0.06345 1.37077
O 0.43787 -0.20503 0.26233
H 1.73984 -1.21440 3.70817
H 2.32079 -0.24628 2.30017
H 1.66923 -1.87998 2.03106
H -0.86952 0.76203 3.93225
H -1.52323 -0.85990 3.66833
H -0.01020 -0.66146 4.61908
H -1.22862 0.36679 1.37253
```

These are the Mulliken partial charges, in e, on atoms 1 to 8: number 1, C, carries -0.9293; number 2, Pt, carries -0.9378; number 3, N, carries -0.8507; number 4, H, carries -0.0563; number 5, H, carries 0.2357; number 6, H, carries 0.2690; number 7, H, carries 0.1683; number 8, H, carries 0.2628


(4)
Below is a cluster of 2 separate species, C4H15N2OS in total, with properties calculated with wB97M-V/def2-TZVPD.

Values from the calculation:
ΔE to the lowest compared entry with this formula, charge and spin in kcal per mole: 65.5
Spin multiplicity: 1
Total charge: +1
F_max in eV/A: 5.3
HOMO in eV: -11.9
LUMO in eV: -3.22
Electronic energy in eV: -20245.517
Gap between HOMO and LUMO in eV: 8.676

XYZ file:
```
23
C4H15N2OS wB97M-V/def2-TZVPD
C 0.99437 -0.01929 0.82864
N -0.20766 0.65082 0.50753
C -1.01989 0.14593 -0.60782
C -1.21579 -1.38243 -0.76828
S -0.33467 -2.08015 -2.35237
C 2.14455 0.49605 -0.15635
N 2.23708 2.10707 -0.03688
H 1.01426 -1.11259 0.72595
H 1.33970 -0.08115 1.87515
H -0.71000 0.86810 1.35660
H -0.60033 0.47312 -1.49384
H -2.17493 0.27107 -0.27610
H -0.81385 -1.93540 0.02968
H -2.34010 -1.45153 -0.90120
H -0.76738 -1.33510 -3.36392
H 1.89841 0.13229 -1.12367
H 3.02856 0.09907 0.29153
H 2.87314 2.51663 -0.68109
H 2.64703 2.31405 0.86415
H 1.19013 2.29200 -0.14576
H -3.62863 -0.54769 1.52640
H -2.91611 -1.62472 2.24853
O -2.63789 -0.79615 1.65314
```

These are the Mulliken partial charges, in e, on atoms 1 to 8: number 1, C, carries -0.4643; number 2, N, carries -0.2842; number 3, C, carries -0.6909; number 4, C, carries -0.6597; number 5, S, carries -0.2450; number 6, C, carries -0.7837; number 7, N, carries -0.3239; number 8, H, carries 0.2316


What is the formula in the first record? C4H15N2O3